# 1
Formula: C7H14BrF3NO3SSi
Source: OMol25
Level of theory: ωB97M-V/def2-TZVPD

Values from the calculation:
HOMO-LUMO gap = 7.806 eV
energy above the lowest of the compared OMol25 structures with the same formula, charge and spin = 59.8 kJ/mol
total charge = -1
HOMO level = -5.45 eV
electronic energy = -112028.3350 eV

Positions of all 31 atoms, in Å:
H 1.893 -0.362 -1.109
H -2.623 3.733 -1.417
C -2.285 2.771 -1.860
O 0.577 -5.778 3.926
H -2.916 2.547 -2.748
H -2.447 -0.547 -0.512
H 2.096 3.503 -1.246
H -2.949 2.792 0.526
C 1.205 1.690 -0.453
H 2.027 2.233 -2.494
Br 0.418 -0.708 0.920
C 2.231 2.402 -1.416
C -2.472 1.597 -0.827
C 1.044 -3.211 3.689
C -2.195 0.149 -1.342
F 1.171 -3.008 5.012
C 0.961 0.174 -0.799
F 1.805 -2.276 3.092
H -2.918 -0.008 -2.188
H 3.265 2.151 -1.098
Si -0.450 -0.101 -2.077
H -1.203 2.870 -2.111
S 1.503 -4.936 3.182
H 1.580 1.727 0.595
F -0.231 -2.904 3.386
H -0.424 -1.446 -2.665
O 2.895 -5.062 3.592
H -0.274 0.944 -3.117
N -2.815 1.781 0.393
O 1.298 -4.943 1.741
H 0.234 2.226 -0.574

---

# 2
Formula: CH4O2S
Source: OMol25
Level of theory: ωB97M-V/def2-TZVPD

Values from the calculation:
HOMO-LUMO gap = 9.953 eV
energy above the lowest of the compared OMol25 structures with the same formula, charge and spin = 63.3 kJ/mol
SMILES = O=CO.S
HOMO level = -9.38 eV
electronic energy = -16031.4194 eV

Positions of all 8 atoms, in Å:
H -1.898 -1.220 0.358
O -0.985 0.285 -0.660
H 2.504 -0.634 0.277
O -0.756 -0.034 1.567
H 1.537 0.432 -1.047
S 2.518 0.629 -0.162
C -1.228 -0.365 0.532
H -1.691 0.906 -0.865

---

# 3
Formula: C4H15NO3
Source: OMol25
Level of theory: ωB97M-V/def2-TZVPD

Values from the calculation:
HOMO-LUMO gap = 10.352 eV
energy above the lowest of the compared OMol25 structures with the same formula, charge and spin = 220.8 kJ/mol
SMILES = CC(C)NCO.O.O
HOMO level = -9.71 eV
electronic energy = -12021.9303 eV

Positions of all 23 atoms, in Å:
H 1.188 2.308 0.239
H 1.175 -0.414 0.542
H 0.518 1.064 -2.191
C 0.613 1.591 0.914
H 0.129 -0.682 3.485
C -0.444 -0.171 -0.518
O 2.031 -2.251 -2.045
H 1.755 -3.117 -1.745
H -0.461 -1.312 -0.617
C -0.281 0.363 -1.947
N 0.371 0.206 0.636
H -2.108 0.612 0.857
C -1.922 0.161 -0.153
H -0.615 -0.633 2.199
H -2.347 0.924 -0.811
H -2.600 -0.716 -0.143
O 1.735 1.572 1.846
H 1.413 -1.653 -2.454
H -0.266 2.031 1.399
H 1.656 0.964 2.597
H 0.156 -0.449 -2.604
H -1.107 0.739 -2.521
O -0.588 -1.136 3.037

---

# 4
Formula: C3H8N3O
Source: OMol25
Level of theory: ωB97M-V/def2-TZVPD

Values from the calculation:
HOMO-LUMO gap = 9.886 eV
energy above the lowest of the compared OMol25 structures with the same formula, charge and spin = 672.4 kJ/mol
total charge = +1
SMILES = C#CN(C[NH3+])NO
HOMO level = -13.56 eV
electronic energy = -9745.4954 eV

Positions of all 15 atoms, in Å:
C 1.115 -1.157 -0.517
H -1.110 1.260 0.536
C -1.147 -0.734 0.172
O 1.034 1.311 0.552
C 2.229 -1.024 -0.027
H -1.772 -1.536 -0.249
H 1.896 0.854 0.728
H -2.554 0.631 0.826
N -1.760 0.603 0.155
N 0.520 0.957 -0.716
N 0.056 -0.433 -0.754
H -2.012 0.844 -0.884
H 3.153 -1.348 0.324
H -0.974 -1.024 1.253
H 1.325 0.795 -1.400

---

# 5
Formula: C11H15NOS
Source: OMol25
Level of theory: ωB97M-V/def2-TZVPD

Values from the calculation:
HOMO-LUMO gap = 8.569 eV
energy above the lowest of the compared OMol25 structures with the same formula, charge and spin = 303.8 kJ/mol
SMILES = CC1=C(C)C/C(=C/[C@H]2C(=O)N2C)SC1
HOMO level = -7.88 eV
electronic energy = -26020.9272 eV

Positions of all 29 atoms, in Å:
C 0.730 1.416 1.452
H 3.465 -3.462 -1.143
C -0.283 -1.930 -0.560
C -1.255 -0.447 1.196
C 3.336 -2.375 -1.133
H -3.522 1.879 1.237
N 2.060 -2.018 -1.654
H -1.221 -2.471 -0.542
H -2.979 1.918 -0.439
C -0.756 3.354 0.732
H 0.725 1.015 2.470
H 1.486 2.194 1.377
H 0.463 -3.479 -1.850
H -1.797 3.659 0.708
C 0.657 -2.442 -1.575
C -2.993 1.316 0.466
S 1.323 0.062 0.353
C 1.309 -1.586 -2.628
H 4.105 -1.911 -1.749
H -2.121 -1.094 1.054
C -1.600 0.991 0.914
H -0.914 -0.555 2.233
H -0.307 3.576 -0.237
H 3.428 -2.012 -0.107
H -3.556 0.409 0.262
C -0.622 1.893 1.035
C -0.151 -0.895 0.276
O 1.226 -0.950 -3.632
H -0.236 3.943 1.485

---

# 6
Formula: C8H11BrO
Source: OMol25
Level of theory: ωB97M-V/def2-TZVPD

Values from the calculation:
HOMO-LUMO gap = 7.270 eV
energy above the lowest of the compared OMol25 structures with the same formula, charge and spin = 572.0 kJ/mol
HOMO level = -8.33 eV
electronic energy = -80557.0126 eV

Positions of all 21 atoms, in Å:
H 0.194 -1.076 1.454
H 0.372 0.872 1.596
H -1.473 -0.599 -2.012
C 0.545 0.608 -0.574
C -1.327 -0.849 -0.947
C 2.911 0.065 0.337
H 1.018 2.002 -1.899
C 0.853 2.674 0.883
H 0.649 -1.258 -1.533
C 0.586 1.341 0.727
H -1.768 0.040 -0.364
C 0.144 -0.860 -0.663
O 0.607 1.142 -1.785
H -1.573 -1.885 -0.551
H -0.172 -2.489 0.776
H 1.136 2.951 1.892
Br 5.876 -0.286 -0.061
C 0.443 -1.697 0.555
C 4.049 -0.201 0.142
H 1.420 -1.938 0.468
H 1.151 3.356 0.087

---

# 7
Formula: C2H14CdO6
Source: OMol25
Level of theory: ωB97M-V/def2-TZVPD

Values from the calculation:
HOMO-LUMO gap = 7.243 eV
energy above the lowest of the compared OMol25 structures with the same formula, charge and spin = 190.4 kJ/mol
HOMO level = -7.22 eV
electronic energy = -19147.2269 eV

Positions of all 23 atoms, in Å:
H -12.706 -19.461 -2.938
C -16.444 -14.347 -1.110
O -14.547 -16.876 -3.554
H -12.745 -16.061 -1.998
O -16.277 -15.563 -1.746
H -11.948 -19.243 -1.473
O -16.389 -17.750 0.150
H -12.578 -20.749 -1.850
O -13.219 -16.217 -1.181
O -16.769 -18.579 -2.321
H -17.650 -18.247 -2.494
H -17.060 -13.675 -1.707
O -13.954 -19.099 -1.359
H -14.260 -15.979 -3.722
C -12.851 -19.694 -1.883
H -16.850 -17.284 0.847
H -16.769 -19.463 -2.690
H -16.714 -18.649 0.206
H -16.868 -14.214 -0.115
H -12.785 -15.652 -0.541
H -15.419 -13.977 -1.089
Cd -15.102 -17.354 -1.612
H -14.736 -17.234 -4.421

---

# 8
Formula: C5H9N
Source: OMol25
Level of theory: ωB97M-V/def2-TZVPD

Values from the calculation:
HOMO-LUMO gap = 9.542 eV
energy above the lowest of the compared OMol25 structures with the same formula, charge and spin = 542.4 kJ/mol
HOMO level = -8.84 eV
electronic energy = -6815.3737 eV

Positions of all 15 atoms, in Å:
C 0.820 -0.217 -0.053
H -3.559 1.098 0.324
H 3.730 -0.021 1.416
C 1.995 0.026 0.003
H -3.083 -0.727 0.721
N -1.543 0.504 0.162
H 4.092 -0.703 -0.821
C 3.454 0.253 0.024
H -1.298 1.255 -0.475
C -0.608 -0.607 -0.013
H -0.697 -1.153 0.989
H -0.897 -1.230 -0.835
H -3.167 -0.186 -1.062
H 3.684 1.535 -0.365
C -2.923 0.174 -0.015